# 1
77
Properties=species:S:1:pos:R:3:forces:R:3 method="wB97M-V/def2-TZVPD" relative_energy_ev=3.8389 homo_lumo_gap_ev=2.700 spin_multiplicity=1 total_charge=+1 lumo_energy_ev=-10.07
Al 1.284 0.610 0.672 -0.27 -0.42 -0.41
C 1.725 2.284 -4.682 -0.65 -0.60 -0.45
F 0.423 2.081 -4.943 0.45 0.00 0.56
F 2.361 2.123 -5.865 -0.16 0.39 1.97
F 1.859 3.527 -4.178 0.35 -1.21 -0.54
S 2.364 0.938 -3.352 1.32 -1.70 -1.38
O 1.994 -0.433 -3.826 0.03 2.69 0.55
O 3.799 1.167 -3.407 -1.17 0.03 0.39
O 1.698 1.206 -2.058 -0.32 -0.03 -0.03
C 2.377 -3.947 3.541 -0.36 1.73 0.91
F 1.725 -3.550 4.670 0.41 0.03 -0.84
F 3.155 -4.928 3.855 0.77 -0.58 0.02
F 1.498 -4.301 2.654 -0.91 -0.54 -0.85
S 3.371 -2.488 2.816 2.38 0.49 1.87
O 4.002 -1.912 4.052 -1.37 -0.75 -2.68
O 4.351 -3.134 1.912 -1.79 1.11 0.98
O 2.413 -1.585 2.115 0.40 -0.78 -0.21
O -3.426 -0.381 -1.756 4.25 -1.10 0.26
S -1.984 -0.842 -1.797 -3.02 -0.96 0.46
O -0.927 -0.262 -0.976 -0.89 -0.48 -0.19
O -2.011 -2.494 -1.490 0.88 3.77 0.16
C -3.149 -3.184 -1.958 -0.10 -1.04 -0.36
C -2.730 -4.626 -1.848 -0.55 -1.07 -1.51
C -1.450 -0.780 -3.486 -0.11 -0.41 1.11
H -3.346 -2.930 -2.999 -0.02 0.00 -0.15
H -4.082 -2.992 -1.429 0.38 0.38 0.45
H -2.182 -4.963 -2.728 0.61 0.51 -0.08
H -3.631 -5.207 -2.043 -0.20 -0.37 0.91
H -2.130 -4.925 -0.987 -0.63 0.27 0.21
H -1.491 0.296 -3.656 -0.13 -0.19 -0.72
H -2.159 -1.447 -3.976 0.00 0.61 -0.55
H -0.443 -1.194 -3.548 0.02 0.20 0.06
O 3.098 2.772 4.529 0.60 -1.12 -1.08
S 3.928 2.107 3.559 1.75 2.02 -0.94
O 3.368 1.512 2.319 -0.44 -0.25 1.07
O 4.939 3.270 2.977 -0.97 -1.28 0.79
C 5.821 2.910 1.892 1.33 1.28 -0.81
C 7.113 3.775 2.072 -0.95 -0.56 0.55
C 5.195 0.995 4.318 -1.21 -0.13 -1.06
H 5.304 3.112 0.954 -0.02 0.00 0.05
H 6.166 1.876 1.869 -0.47 -0.21 0.40
H 7.468 3.459 3.053 0.45 0.20 -0.01
H 6.937 4.849 2.126 -0.29 -0.12 -0.12
H 7.886 3.588 1.327 -0.24 -0.23 -0.05
H 5.367 0.269 3.524 -0.06 -0.26 0.34
H 4.699 0.547 5.178 0.33 -0.02 -0.05
H 6.136 1.511 4.506 -0.50 0.38 0.27
O -2.517 3.803 -0.263 1.03 -0.47 -0.89
S -1.604 3.248 -1.235 -0.46 -0.67 -1.17
O -0.422 2.489 -0.807 -1.11 0.52 -0.16
O -2.514 2.271 -2.307 1.41 2.00 2.76
C -3.895 2.787 -2.521 1.45 -0.52 -3.19
C -4.010 2.399 -4.037 -1.31 0.01 0.34
C -0.977 4.580 -2.384 -0.11 -0.85 1.32
H -3.893 3.874 -2.442 -0.25 -0.19 0.54
H -4.650 2.244 -1.952 0.44 0.29 0.35
H -3.192 2.645 -4.714 0.52 0.04 0.69
H -4.847 2.885 -4.539 -0.41 0.01 0.36
H -4.207 1.327 -4.073 0.17 -0.03 -0.19
H -0.595 5.355 -1.720 -0.57 0.20 0.12
H -1.840 4.874 -2.981 0.36 0.15 -0.06
H -0.078 4.263 -2.914 -0.56 -0.53 -0.30
O -1.846 -3.600 1.155 0.51 2.65 2.05
S -1.729 -2.378 1.984 -1.01 -0.38 -0.07
O -0.773 -1.311 1.673 -0.56 -1.04 0.24
O -3.209 -1.579 1.955 2.75 -2.17 -0.10
C -4.331 -2.408 2.355 -2.20 1.25 0.16
C -5.450 -2.269 1.288 1.23 0.39 -0.14
C -1.580 -2.882 3.855 0.11 0.18 -2.74
H -4.630 -1.887 3.265 -0.40 -0.25 0.13
H -4.219 -3.458 2.625 1.00 0.05 -0.39
H -6.456 -2.350 1.699 0.18 -0.28 -0.03
H -5.255 -2.940 0.452 -0.33 -0.41 0.25
H -5.339 -1.292 0.817 -0.18 0.26 0.28
H -0.569 -3.258 4.016 -0.08 0.16 -0.22
H -2.272 -3.723 3.802 -0.16 0.30 0.85
H -1.780 -1.989 4.447 -0.37 -0.35 -0.07

=====

# 2
54
Properties=species:S:1:pos:R:3:forces:R:3 method="wB97M-V/def2-TZVPD" homo_lumo_gap_ev=10.461 spin_multiplicity=1 smiles="CCCCBNCCCC.COC(=O)OC.COC(=O)OC" total_charge=0 lumo_energy_ev=0.61
C -1.487 2.420 0.157 0.12 -0.23 -0.22
C -0.017 2.700 -0.183 0.02 0.08 0.07
C 0.367 2.437 -1.644 0.07 -0.04 -0.05
C 0.824 1.003 -1.988 0.04 0.07 -0.04
B 0.104 -0.189 -1.259 0.21 -0.21 0.33
N -0.225 -1.372 -1.944 -0.91 0.78 -0.40
C -1.301 -2.290 -1.538 0.31 -0.36 0.10
C -0.844 -3.493 -0.683 0.02 0.11 0.01
C 0.287 -3.229 0.312 -0.07 -0.10 0.14
C -0.193 -2.551 1.599 0.07 -0.02 0.01
H -2.104 2.532 -0.739 -0.08 0.16 0.09
H -1.634 1.393 0.494 0.01 0.03 0.07
H -1.858 3.093 0.929 -0.06 -0.05 0.01
H 0.630 2.116 0.478 0.02 0.05 -0.01
H 0.202 3.749 0.038 -0.03 0.00 -0.01
H -0.479 2.706 -2.285 -0.02 0.00 0.05
H 1.173 3.123 -1.917 -0.02 0.00 -0.05
H 1.889 0.919 -1.729 -0.03 -0.03 0.06
H 0.782 0.875 -3.077 0.08 -0.01 0.01
H -0.121 -0.146 -0.085 -0.03 -0.03 -0.02
H -0.249 -1.210 -2.943 0.31 -0.39 -0.04
H -1.724 -2.691 -2.461 -0.15 0.00 0.08
H -2.110 -1.749 -1.043 0.15 0.07 0.12
H -0.564 -4.308 -1.355 0.09 0.03 0.02
H -1.711 -3.840 -0.110 -0.04 -0.11 -0.15
H 1.079 -2.651 -0.163 -0.03 0.07 -0.05
H 0.739 -4.187 0.577 0.05 0.03 -0.03
H -0.569 -3.293 2.306 -0.09 0.02 -0.05
H 0.613 -2.013 2.099 0.01 -0.01 -0.02
H -0.994 -1.836 1.406 0.01 0.05 -0.02
C -2.276 5.706 -0.766 0.05 0.01 -0.08
O -2.929 6.964 -0.558 -0.01 0.00 0.01
C -3.658 7.020 0.555 0.00 -0.02 0.02
O -3.792 6.129 1.355 0.00 0.00 0.00
O -4.213 8.228 0.636 0.00 0.00 0.00
C -5.029 8.424 1.796 0.01 0.02 -0.02
H -1.725 5.814 -1.695 0.00 0.01 0.00
H -1.593 5.489 0.053 -0.02 -0.01 0.02
H -3.006 4.904 -0.849 -0.01 0.00 0.03
H -4.438 8.304 2.702 0.00 0.00 0.00
H -5.853 7.714 1.808 0.00 0.00 0.00
H -5.402 9.440 1.716 -0.01 0.00 0.01
C 3.077 -6.673 -0.921 -0.03 0.03 0.01
O 3.238 -5.916 0.284 -0.03 0.01 0.01
C 4.446 -6.011 0.837 0.03 -0.01 -0.01
O 5.365 -6.662 0.412 0.00 0.00 0.00
O 4.463 -5.264 1.939 0.00 0.00 0.00
C 5.713 -5.274 2.638 -0.02 0.02 0.01
H 2.056 -6.488 -1.239 0.00 -0.01 -0.01
H 3.780 -6.337 -1.680 0.01 0.00 0.00
H 3.232 -7.733 -0.729 0.01 0.00 0.00
H 6.509 -4.890 2.003 0.00 0.00 0.00
H 5.964 -6.284 2.957 0.00 0.00 0.00
H 5.566 -4.628 3.498 0.01 0.00 0.01

=====

# 3
54
Properties=species:S:1:pos:R:3:forces:R:3 method="wB97M-V/def2-TZVPD" homo_lumo_gap_ev="7.891 / 5.831" spin_multiplicity=8 total_charge=+2 lumo_energy_ev="-7.24 / -8.95"
C 4.169 -0.278 -2.680 1.41 -1.15 -0.60
C 2.917 0.113 -2.182 -4.11 3.27 2.96
H 4.881 0.558 -2.753 -0.44 0.05 -0.09
H 4.003 -0.784 -3.648 0.19 0.19 0.25
H 4.551 -1.051 -1.982 -0.10 0.37 -0.38
O 2.100 0.843 -1.756 3.33 -3.17 -2.11
Cl 2.267 -2.231 -1.511 0.68 0.04 -0.54
Gd 0.252 -1.407 -0.077 -0.01 -0.09 -0.11
P -0.621 -1.107 -2.914 -0.89 0.04 -0.63
C -1.604 0.344 -3.434 0.08 0.36 0.15
C 0.451 -1.310 -4.384 0.36 -0.22 0.08
H -0.188 -1.423 -5.272 0.22 0.09 0.23
H -2.181 -2.439 -4.209 -0.01 -0.05 0.24
H 1.083 -2.203 -4.282 -0.21 0.18 -0.03
H -1.364 -3.409 -2.940 -0.28 0.18 -0.10
H -0.953 1.229 -3.446 -0.22 -0.12 -0.03
H 1.111 -0.442 -4.526 -0.25 -0.13 0.01
C -1.846 -2.446 -3.164 0.23 -0.24 0.18
H -2.009 0.189 -4.444 0.09 0.01 0.29
H -2.707 -2.313 -2.491 0.28 -0.06 -0.22
H -2.433 0.532 -2.739 0.21 -0.08 -0.19
P 2.493 -1.006 1.791 0.55 0.13 1.56
C 2.377 0.429 2.923 -0.18 0.38 -0.31
C 2.323 -2.362 3.011 -0.07 -0.42 -0.36
H 4.574 -1.934 0.894 -0.10 0.15 0.18
H 4.854 -1.076 2.435 -0.30 0.07 -0.29
H 4.616 -0.160 0.913 -0.05 -0.13 0.20
C 4.302 -1.047 1.482 0.07 -0.10 -0.56
H 2.315 -3.313 2.455 -0.01 0.14 0.39
H 3.184 -2.351 3.695 -0.31 0.00 -0.17
H 3.130 0.374 3.721 -0.20 -0.08 -0.23
H 1.376 0.476 3.372 0.24 -0.01 -0.09
H 1.387 -2.270 3.581 0.29 -0.05 -0.23
H 2.537 1.346 2.342 -0.03 -0.08 0.24
Cl -1.318 -2.922 1.078 -0.11 -0.03 0.06
O -0.307 0.706 0.168 -1.06 0.85 0.21
C -1.363 1.346 0.537 0.59 0.11 -0.04
C -2.722 0.697 0.521 0.38 -0.15 -0.34
C -3.198 0.430 1.948 -0.22 -0.29 0.35
C -3.829 1.647 2.605 -0.28 0.05 0.35
C -2.894 2.834 2.815 0.15 0.14 0.12
C -2.321 3.418 1.520 -0.17 -0.09 0.09
N -1.224 2.582 0.981 -0.09 0.19 -0.64
H -3.446 1.332 -0.019 0.27 -0.14 0.21
H -2.634 -0.247 -0.038 0.00 0.25 0.15
H -3.916 -0.397 1.920 0.05 0.21 -0.02
H -2.369 0.066 2.571 -0.01 0.01 -0.16
H -4.703 1.963 2.019 0.09 -0.03 0.07
H -4.204 1.346 3.590 -0.04 0.04 -0.20
H -3.437 3.635 3.336 0.08 -0.19 -0.17
H -2.073 2.537 3.485 -0.09 0.15 -0.19
H -3.116 3.485 0.765 0.20 0.16 0.12
H -1.918 4.426 1.692 -0.05 -0.42 -0.15
H -0.353 3.047 0.729 -0.14 -0.31 0.46

=====

# 4
54
Properties=species:S:1:pos:R:3:forces:R:3 method="wB97M-V/def2-TZVPD" relative_energy_ev=2.5615 homo_lumo_gap_ev=8.024 spin_multiplicity=1 total_charge=+2 lumo_energy_ev=-7.41
C 1.232 -0.086 -6.500 0.04 0.06 0.16
C 0.790 0.330 -5.127 -0.15 -0.01 -0.17
H 2.322 -0.102 -6.540 -0.16 0.01 0.01
H 0.828 0.612 -7.237 0.04 -0.09 0.11
H 0.823 -1.076 -6.726 0.03 0.14 0.04
O 1.461 0.612 -4.188 -0.44 -0.15 -0.12
Cl -1.038 0.375 -5.006 0.64 0.03 0.07
Sc 0.000 0.000 0.000 -0.99 -0.35 0.20
P -0.219 2.294 -0.245 -0.29 5.77 -0.86
C 0.923 3.366 0.707 0.04 -0.20 0.09
C -0.008 2.873 -1.970 0.03 -0.28 0.02
H -0.203 3.948 -2.053 0.03 -0.19 0.15
H -1.961 4.001 -0.004 0.16 -0.21 0.02
H -0.705 2.316 -2.601 0.11 0.11 -0.04
H -2.621 2.372 -0.365 0.02 0.16 0.06
H 1.955 3.131 0.431 -0.05 0.13 0.02
H 1.012 2.658 -2.300 -0.11 0.05 -0.08
C -1.876 2.929 0.209 -0.07 -0.44 0.11
H 0.725 4.425 0.509 0.02 -0.20 0.01
H -2.051 2.752 1.274 -0.06 0.11 -0.07
H 0.801 3.167 1.775 0.03 0.11 -0.06
P 0.000 -2.317 0.053 0.28 -5.68 -0.36
C 1.230 -3.145 1.129 -0.01 0.20 0.03
C -1.593 -3.042 0.591 -0.08 0.44 0.03
H -0.464 -2.687 -2.279 0.09 -0.13 0.01
H 0.188 -4.180 -1.528 0.03 0.21 0.03
H 1.275 -2.822 -1.945 -0.06 -0.11 -0.04
C 0.278 -3.090 -1.585 -0.04 0.20 0.03
H -2.383 -2.634 -0.045 0.03 -0.15 0.08
H -1.576 -4.135 0.516 0.13 0.22 -0.01
H 1.133 -4.234 1.071 0.01 0.20 -0.02
H 1.084 -2.821 2.162 0.03 -0.12 -0.08
H -1.791 -2.749 1.626 -0.03 -0.11 -0.06
H 2.238 -2.854 0.819 -0.04 -0.13 0.05
Cl -1.810 -0.186 -1.543 0.88 0.07 1.00
O -0.059 -0.169 2.023 0.23 0.93 -4.10
C -0.094 -0.271 3.242 -1.90 -1.00 3.63
C 1.189 -0.501 4.004 0.55 -0.07 -0.40
C 1.465 0.583 5.041 0.39 0.12 0.72
C 0.617 0.434 6.308 0.11 0.38 0.40
C -0.901 0.568 6.135 0.05 -0.03 0.63
C -1.529 -0.505 5.245 -0.71 -0.08 1.32
N -1.311 -0.256 3.839 1.43 -0.06 -1.30
H 1.187 -1.504 4.485 -0.21 0.50 -0.22
H 2.029 -0.497 3.267 -0.83 -0.12 0.37
H 2.521 0.470 5.368 -0.55 0.20 -0.41
H 1.355 1.590 4.587 0.06 -0.48 0.25
H 0.837 -0.554 6.772 -0.08 0.56 -0.22
H 0.944 1.215 7.028 -0.16 -0.58 -0.36
H -1.332 0.441 7.152 0.07 0.21 -0.64
H -1.181 1.579 5.768 0.11 -0.55 0.20
H -1.169 -1.522 5.531 -0.21 0.64 -0.26
H -2.628 -0.485 5.417 0.74 -0.16 -0.28
H -2.141 -0.119 3.244 0.82 -0.10 0.29

=====

# 5
53
Properties=species:S:1:pos:R:3:forces:R:3 method="wB97M-V/def2-TZVPD" relative_energy_ev=2.1990 homo_lumo_gap_ev="6.382 / 3.739" spin_multiplicity=6 total_charge=+2 lumo_energy_ev="-6.05 / -6.02"
Dy 0.345 1.785 0.199 0.46 2.38 2.82
P -2.118 0.823 -0.250 -1.18 -0.38 -0.93
C -2.091 2.019 -1.710 2.18 0.93 0.85
C -0.867 1.947 -2.612 -0.34 0.13 -0.13
N 0.315 1.726 -1.972 -0.13 -0.96 0.15
C 1.479 1.551 -2.655 0.33 0.00 -0.45
C 1.508 1.777 -4.011 0.65 -0.31 0.40
C 0.329 2.109 -4.673 0.05 0.23 -0.79
C -0.866 2.178 -3.966 -0.86 -0.04 0.13
C 2.688 1.191 -1.806 0.16 0.36 -0.19
P 2.353 0.076 -0.331 1.08 -0.86 -1.00
H -1.817 2.415 -4.451 0.39 -0.13 -0.02
H 2.464 1.693 -4.527 -0.32 -0.01 -0.06
H 0.344 2.302 -5.743 -0.03 -0.04 0.27
H 3.430 0.643 -2.407 -0.13 0.37 0.08
H 3.190 2.110 -1.434 -0.20 -0.29 -0.08
H -2.948 1.795 -2.243 -1.87 -0.23 -1.21
H -2.208 3.048 -1.306 0.09 -0.37 -0.03
H -0.485 -2.644 -3.077 -0.15 -0.32 -2.01
O -0.420 -2.522 -2.157 0.02 -0.28 2.11
H -0.534 -3.399 -1.761 0.05 0.20 -0.37
H -0.261 -2.965 2.020 0.16 -1.94 0.24
O -0.298 -2.038 1.895 -0.38 2.29 0.38
H -1.085 -1.851 1.349 0.20 0.14 -0.02
C 2.347 -1.537 -1.156 -0.11 -0.45 -0.13
H 3.094 -1.531 -1.963 -0.15 -0.12 0.27
H 2.623 -2.303 -0.419 -0.07 0.09 -0.21
H 1.359 -1.783 -1.575 0.51 0.17 0.18
C 3.979 0.053 0.494 0.18 0.14 0.02
H 3.907 -0.587 1.383 0.16 0.13 -0.22
H 4.750 -0.347 -0.181 -0.18 0.13 0.24
H 4.264 1.065 0.814 -0.01 -0.27 -0.03
C -3.630 1.368 0.616 -0.26 0.12 0.17
H -4.503 0.818 0.234 0.22 0.27 0.12
H -3.520 1.166 1.690 -0.22 0.14 -0.29
H -3.791 2.445 0.476 0.01 -0.28 0.11
C -2.680 -0.681 -1.086 -0.07 -0.60 -0.24
H -3.293 -1.270 -0.389 0.12 0.06 -0.22
H -3.305 -0.396 -1.946 0.05 -0.20 0.29
H -1.840 -1.294 -1.452 -0.42 0.34 0.16
C 1.403 -0.133 3.539 0.29 0.12 0.21
Si -0.201 -1.024 3.663 0.16 -0.27 -0.66
C -0.240 -2.519 4.728 -0.15 -0.34 0.04
C -1.674 0.077 3.621 -0.28 0.17 0.13
H 2.060 -0.483 2.731 -0.22 0.06 0.28
H 1.922 -0.292 4.499 0.04 0.03 -0.26
H 1.250 0.952 3.442 0.04 -0.32 -0.05
H -0.194 -2.235 5.791 0.01 -0.03 -0.26
H -1.183 -3.075 4.584 0.32 0.14 0.11
H 0.612 -3.196 4.535 -0.30 0.27 0.08
H -2.086 0.095 4.643 -0.05 -0.03 -0.22
H -1.398 1.113 3.375 -0.03 -0.33 -0.01
H -2.479 -0.234 2.942 0.17 -0.04 0.26

=====

# 6
58
Properties=species:S:1:pos:R:3:forces:R:3 method="wB97M-V/def2-TZVPD" relative_energy_ev=0.0000 homo_lumo_gap_ev=8.366 spin_multiplicity=1 smiles="O=P(O)(O)OC(F)(F)C(F)(F)F.CCN(CC)CC.CCN(CC)CC" total_charge=0 lumo_energy_ev=0.32
O -2.936 4.908 0.225 -1.55 -0.93 1.45
P -2.087 5.967 -0.220 -0.94 -1.60 -1.51
O -2.314 6.112 -1.797 1.34 1.46 0.92
O -0.564 5.568 -0.041 0.35 1.38 0.07
O -2.485 7.436 0.418 1.51 -1.00 -0.58
C -1.504 8.198 0.981 -1.11 1.18 0.09
F -2.133 9.164 1.642 -0.54 0.81 0.29
F -0.804 7.565 1.907 0.88 -1.02 0.17
C -0.594 8.953 -0.027 0.18 -1.15 0.62
F -1.287 9.852 -0.646 -1.01 1.28 -0.75
F 0.379 9.497 0.643 1.06 0.89 0.76
F -0.051 8.167 -0.943 0.16 -0.94 -0.71
H -1.784 6.886 -2.065 -0.26 -0.24 -0.69
H -0.324 5.420 0.886 -0.03 -0.14 -0.13
C -0.861 2.400 -1.575 -0.02 -0.04 0.02
C 0.601 2.059 -1.326 -0.14 -0.01 -0.22
N 0.807 1.147 -0.215 0.15 0.01 0.27
C 2.202 1.027 0.175 0.15 0.13 0.07
C 3.182 0.412 -0.832 0.12 -0.08 0.10
C 0.065 -0.101 -0.274 -0.33 -0.08 -0.07
C 0.293 -1.014 -1.486 -0.02 -0.18 0.06
H -1.326 2.819 -0.682 -0.03 -0.06 0.00
H -0.934 3.143 -2.372 0.02 0.00 0.01
H -1.438 1.531 -1.893 0.00 0.01 0.01
H 1.124 2.995 -1.104 0.13 -0.10 0.09
H 1.037 1.675 -2.262 0.01 0.05 -0.04
H 2.259 0.462 1.111 -0.13 -0.06 -0.04
H 2.563 2.029 0.427 -0.10 0.05 -0.08
H 3.076 -0.670 -0.891 -0.04 0.01 -0.08
H 4.207 0.612 -0.510 -0.02 0.02 0.00
H 3.067 0.830 -1.832 -0.03 0.00 0.00
H -1.001 0.134 -0.223 0.04 0.11 -0.06
H 0.256 -0.670 0.639 0.18 0.11 0.02
H 0.330 -0.459 -2.425 0.01 0.03 0.02
H -0.528 -1.730 -1.564 -0.01 0.03 0.00
H 1.210 -1.595 -1.390 0.04 0.06 -0.09
C 0.467 -3.340 2.028 0.06 0.04 -0.03
C -0.029 -4.778 2.071 0.20 0.07 0.03
N -0.821 -5.155 0.915 -0.25 -0.09 -0.07
C -1.497 -6.432 1.077 -0.15 -0.10 0.15
C -0.635 -7.693 1.206 -0.09 -0.12 -0.08
C -0.196 -4.937 -0.379 0.16 0.26 -0.13
C 1.138 -5.639 -0.662 0.01 -0.03 -0.16
H -0.364 -2.641 1.923 -0.02 -0.04 -0.06
H 0.990 -3.103 2.955 -0.01 -0.02 0.00
H 1.169 -3.172 1.209 -0.02 0.02 0.00
H -0.649 -4.886 2.964 -0.09 -0.14 -0.09
H 0.837 -5.443 2.213 0.03 0.02 0.06
H -2.198 -6.567 0.248 0.08 0.09 -0.08
H -2.127 -6.361 1.970 0.08 0.10 0.04
H -0.222 -8.001 0.246 0.08 0.03 0.03
H -1.251 -8.520 1.565 0.00 0.02 0.01
H 0.184 -7.566 1.914 0.01 0.03 -0.01
H -0.045 -3.862 -0.506 0.01 -0.01 0.12
H -0.910 -5.201 -1.163 -0.09 -0.11 0.13
H 1.821 -5.595 0.187 -0.03 0.01 0.02
H 1.636 -5.155 -1.505 -0.01 0.02 0.02
H 0.997 -6.683 -0.938 0.05 -0.03 0.10